No. 1
This record from OMol25 describes the molecule C11H29NO2Si2. The level of theory is ωB97M-V with the def2-TZVPD basis set.

Structure (XYZ):
```
45
Properties=species:S:1:pos:R:3:forces:R:3:mulliken_charge:R:1
O 1.524235 1.768112 0.239433 1.662 0.443 -0.014 -0.2481
O -0.922154 -2.262857 -0.375355 -0.699 0.216 0.483 -0.2282
N -0.927529 0.254752 1.317411 -1.440 0.242 -1.180 0.0126
C 0.150239 0.092165 2.276692 -0.487 0.331 -0.411 -0.5891
C 0.219504 1.807433 -0.331878 0.488 0.431 0.463 -0.7560
C -1.414261 -2.202065 0.976318 0.592 -0.313 0.175 -0.1568
C -0.495672 0.487036 -0.102875 0.376 -0.882 1.056 -0.1458
C -1.956984 -0.834329 1.358573 1.266 1.115 -0.142 -1.0761
C 2.355850 4.436832 -0.697968 0.075 -0.198 0.101 -1.0887
C 4.343218 2.358122 0.486947 0.107 0.083 -0.378 -1.0371
C 2.288703 3.790656 2.255824 -0.686 -0.930 -0.881 -1.1313
C -3.434893 -2.136786 -1.984746 0.319 -0.645 0.031 -1.1372
C -2.190762 -4.694625 -0.738247 -0.527 0.493 -0.711 -1.2508
C -0.686514 -3.109841 -3.013833 0.457 -0.076 -0.092 -1.1557
Si 2.627256 3.044335 0.518714 -1.549 -0.162 0.898 0.3417
Si -1.811054 -3.026475 -1.558764 -0.312 -0.261 0.969 0.4928
H 0.867310 0.868616 2.117939 0.419 0.374 -0.180 -0.0412
H 0.662646 -0.845809 2.142714 0.420 -0.660 0.245 0.3094
H -0.195777 0.239275 3.295633 -0.319 -0.391 0.157 0.3132
H -0.255289 2.641099 0.189711 -0.780 -0.041 -0.386 0.3129
H 0.340629 2.019040 -1.402788 -0.389 -0.043 0.096 0.3165
H -0.572847 -2.519516 1.617657 -0.267 0.372 -0.127 0.3000
H -2.181888 -2.945572 1.162676 -0.320 -0.201 -0.121 0.2693
H -1.362862 0.316203 -0.766324 0.242 0.606 0.366 0.1880
H 0.166472 -0.353801 -0.351564 0.315 0.489 -0.358 0.3071
H -2.783823 -0.560209 0.695294 0.166 0.022 -0.102 0.3724
H -2.372231 -0.802858 2.363249 0.024 -0.463 0.235 0.3879
H 1.292416 4.643854 -0.781662 -0.189 0.113 0.031 0.3130
H 2.857647 5.353222 -0.378595 -0.003 -0.068 0.010 0.3587
H 2.711366 4.178163 -1.685197 0.144 -0.032 -0.386 0.3310
H 5.027381 2.996730 1.061773 -0.145 -0.206 -0.102 0.3243
H 4.672202 2.350140 -0.555129 0.182 -0.076 0.037 0.3001
H 4.382050 1.333945 0.852834 0.030 0.000 0.141 0.3014
H 1.225287 4.037977 2.356443 0.066 0.120 -0.157 0.3254
H 2.448753 3.006749 3.006096 0.411 0.416 0.097 0.2863
H 2.857357 4.706111 2.391894 0.247 -0.103 0.339 0.4298
H -3.265334 -1.079643 -2.146087 -0.003 0.385 0.321 0.3434
H -4.173217 -2.329095 -1.193226 0.098 0.332 -0.233 0.2713
H -3.852457 -2.476426 -2.938427 0.027 -0.289 0.149 0.4072
H -1.323507 -5.169510 -0.310122 0.470 -0.134 0.005 0.3279
H -2.635657 -5.350378 -1.478509 -0.081 -0.381 -0.108 0.4006
H -2.920908 -4.587582 0.061922 -0.126 0.058 -0.001 0.3652
H -1.031453 -2.513629 -3.849341 -0.083 0.123 -0.206 0.3407
H 0.327894 -2.795298 -2.761452 -0.089 0.163 0.128 0.3298
H -0.581341 -4.134263 -3.343655 -0.106 -0.372 -0.255 0.3621
```
Positions in Å, forces in eV/Å.

Properties
HOMO energy (eV): -7.93
Orbital gap (eV): 8.7
SMILES: CN(CCO[Si](C)(C)C)CCO[Si](C)(C)C
E_LUMO (eV): 0.8117

---

No. 2
This record from OMol25 describes a structure of composition C39H52AsBN3P2S2Si3W. The level of theory is ωB97M-V with the def2-TZVPD basis set.

Structure (XYZ):
```
104
Properties=species:S:1:pos:R:3:forces:R:3:mulliken_charge:R:1
W 0.101348 -1.207069 -0.101382 -1.246 -0.438 -0.214 0.8638
S -0.587950 -0.967604 2.132803 -0.125 -0.028 0.235 0.1192
C -1.313578 -2.478801 2.544192 0.007 0.053 -0.036 0.3654
C -1.943561 -2.557033 3.825326 0.078 -0.007 -0.138 -0.5966
N -2.433407 -2.582475 4.862935 -0.128 0.012 0.170 -0.4879
C -1.260674 -3.546845 1.703011 -0.008 -0.032 -0.035 1.0881
S -0.437998 -3.475167 0.189109 0.074 -0.013 0.044 -0.2903
C -1.878263 -4.794009 2.035325 0.067 0.108 -0.014 -0.3855
N -2.370763 -5.802061 2.277134 -0.077 -0.145 0.037 -0.4513
C -2.028248 2.141715 -0.287751 0.195 -0.044 0.150 -1.4278
P -0.948608 0.848192 -1.015513 -0.520 0.410 -0.450 1.8964
C -2.009523 -0.481712 -1.690610 -0.045 0.177 0.202 0.3029
C -2.644917 -1.329490 -0.775530 -0.295 0.165 0.196 -0.2374
C -3.441499 -2.388868 -1.221679 0.098 0.010 -0.040 -1.4494
C -3.599571 -2.596320 -2.572090 0.054 0.012 0.012 -1.0028
C -2.955257 -1.761295 -3.494177 0.024 -0.005 0.043 -0.6218
C -2.158918 -0.725280 -3.067381 0.149 -0.054 0.021 -1.3464
C -0.241791 1.698139 -2.442262 -0.026 -0.003 0.047 -0.2767
C -1.058864 2.432631 -3.305514 0.017 -0.022 0.017 -0.4838
C -0.502954 3.094644 -4.384912 0.014 -0.009 0.011 -0.7702
C 0.867932 3.036970 -4.604402 -0.012 -0.018 0.022 -0.8967
C 1.681817 2.317838 -3.744440 -0.015 0.054 -0.056 -0.6748
C 1.127053 1.650724 -2.663394 0.073 -0.082 0.099 0.7738
P -2.511178 2.076644 1.513159 -0.092 -0.059 0.021 0.7409
C -3.970817 0.971326 1.462866 0.048 -0.008 -0.045 0.2072
C -4.988491 1.096543 0.514827 0.076 -0.067 -0.044 -0.1229
C -6.086268 0.256360 0.544250 0.025 -0.025 -0.027 -0.8545
C -6.188332 -0.718152 1.530374 -0.011 -0.024 0.038 -0.5248
C -5.198798 -0.837915 2.491857 0.024 -0.012 -0.005 -0.7579
C -4.095473 0.007815 2.458910 0.076 -0.037 -0.034 -0.4195
C -3.363451 3.703235 1.596920 0.071 -0.042 -0.061 0.7663
C -2.756696 4.860757 1.113035 0.025 0.008 0.071 -0.6554
C -3.379127 6.092515 1.239082 -0.008 -0.010 0.009 -0.6990
C -4.611915 6.187787 1.865991 -0.003 -0.008 -0.006 -0.5160
C -5.210255 5.046537 2.376198 -0.002 0.042 0.004 -0.6916
C -4.591902 3.813622 2.243754 -0.033 -0.037 0.038 -0.5398
H -2.897751 2.252869 -0.939675 0.064 -0.008 -0.026 0.6447
H -1.412329 3.039893 -0.398283 -0.105 -0.012 0.006 0.6124
H -2.624252 -1.111741 0.289825 -0.063 0.006 -0.078 1.1459
H -3.923599 -3.033521 -0.500319 -0.053 0.002 0.030 0.6216
H -4.217822 -3.408635 -2.926365 -0.029 -0.031 -0.018 0.4618
H -3.075143 -1.935625 -4.553374 0.000 -0.019 -0.057 0.4837
H -1.633211 -0.118726 -3.791875 -0.002 0.020 0.001 0.4972
H -2.128155 2.480384 -3.147958 -0.050 -0.010 0.016 0.4126
H -1.138831 3.651529 -5.057942 -0.019 0.026 -0.027 0.4507
H 1.298891 3.551795 -5.451000 0.021 0.021 -0.032 0.4293
H 2.746019 2.270712 -3.922154 0.040 0.000 -0.010 0.4400
H 1.759019 1.080012 -1.990055 -0.078 0.063 -0.054 -0.0753
H -4.938189 1.866403 -0.244505 0.016 0.062 -0.027 0.4197
H -6.867607 0.363356 -0.195229 -0.033 0.007 -0.026 0.4434
H -7.049797 -1.371021 1.557937 -0.025 -0.024 -0.004 0.4286
H -5.284728 -1.578437 3.273863 0.009 -0.053 0.058 0.5038
H -3.328183 -0.078816 3.219117 0.004 0.009 0.039 0.7243
H -1.779671 4.822070 0.648632 0.043 -0.005 -0.041 0.3069
H -2.896050 6.978367 0.853068 0.024 0.054 -0.028 0.4054
H -5.100467 7.146762 1.960946 -0.015 0.044 0.012 0.3933
H -6.164973 5.112691 2.878222 -0.045 0.005 0.022 0.4106
H -5.077260 2.933327 2.646262 0.000 0.025 -0.012 0.4048
C 4.308990 -2.810460 -1.818816 -0.078 0.120 0.075 -0.9041
Si 4.268599 -1.053352 -1.200947 0.011 -0.038 -0.063 0.3464
C 4.054748 0.097459 -2.650020 0.003 -0.102 0.135 -0.7633
C 5.803968 -0.568866 -0.229492 -0.204 -0.012 0.015 -1.0764
As 2.485157 -0.899070 0.448566 1.673 0.158 0.512 0.0777
Si 3.121286 -2.768573 1.890100 -0.052 -0.043 0.092 0.5175
C 2.161895 -2.529920 3.483529 0.047 0.026 -0.104 -1.0288
C 4.958201 -2.744915 2.244220 -0.131 0.074 -0.089 -1.1778
C 2.742063 -4.372459 0.994859 -0.051 0.124 0.003 -1.1688
Si 2.933162 1.112100 1.715974 -0.128 0.109 -0.025 0.4606
C 1.330067 1.698284 2.470269 0.091 -0.093 -0.069 -0.4841
C 3.518665 2.357320 0.446218 -0.039 -0.112 0.094 -0.9585
C 4.191908 0.788570 3.059368 -0.051 -0.023 -0.160 -1.0262
H 5.153201 -2.905538 -2.503721 0.060 0.004 -0.054 0.4835
H 3.404996 -3.040891 -2.382897 -0.043 -0.027 -0.031 0.1548
H 4.429473 -3.555695 -1.036741 0.032 -0.034 0.083 0.2547
H 4.911852 -0.063914 -3.306954 0.093 -0.022 -0.025 0.6088
H 4.050208 1.147878 -2.366235 0.001 0.059 0.034 0.3104
H 3.164489 -0.128763 -3.229092 -0.094 -0.057 -0.104 0.0004
H 6.631981 -1.231895 -0.478115 0.050 -0.077 -0.049 0.4405
H 5.657017 -0.621328 0.847037 0.038 0.027 0.012 0.0968
H 6.111386 0.444840 -0.478293 0.012 0.105 -0.038 0.3978
H 1.658287 -1.564568 3.540229 0.045 0.010 0.022 0.2013
H 2.842450 -2.597944 4.331859 0.068 -0.039 0.060 0.5227
H 1.402427 -3.301875 3.606415 -0.062 -0.039 -0.015 0.4203
H 5.293136 -1.877069 2.806765 0.020 0.054 0.035 0.3036
H 5.565482 -2.833732 1.345930 0.024 -0.054 -0.047 0.2915
H 5.148037 -3.630699 2.854997 0.007 -0.052 0.052 0.4367
H 2.339984 -4.235666 -0.007880 0.006 0.002 -0.011 0.2403
H 2.022708 -4.966729 1.557689 -0.042 -0.018 0.027 0.4266
H 3.659088 -4.955287 0.909346 0.070 -0.029 0.005 0.4767
H 0.510708 1.747179 1.748613 0.025 0.008 0.031 -0.4483
H 1.483013 2.706410 2.859336 0.030 0.087 0.022 0.5787
H 1.006038 1.072850 3.301338 -0.015 -0.001 0.024 0.3012
H 2.679493 2.723337 -0.147557 -0.037 -0.001 -0.042 0.1994
H 4.262651 1.948585 -0.233619 0.083 -0.017 -0.016 0.1198
H 3.969292 3.213738 0.949664 -0.002 0.061 0.052 0.5109
H 4.017302 -0.155441 3.572189 -0.047 -0.035 0.055 0.1884
H 4.100066 1.582453 3.802245 0.010 0.072 0.026 0.4811
H 5.215276 0.797731 2.687128 0.048 -0.023 -0.029 0.3733
B 1.109271 -2.100100 -4.653202 -0.011 0.007 -0.031 0.6645
C 0.884539 -1.862849 -3.140855 -0.052 0.130 0.601 -0.6532
N 0.699229 -1.635479 -2.007846 0.315 -0.327 -1.118 -0.3921
H 0.685172 -3.199020 -4.907085 -0.023 -0.036 0.009 -0.1117
H 0.481284 -1.220508 -5.201376 -0.020 0.044 -0.005 -0.0988
H 2.296752 -2.003658 -4.852257 0.070 0.022 0.026 -0.1033
```
Positions in Å, forces in eV/Å.

Properties
HOMO energy (spin up / spin down) (eV): -10.86 / -10.91
Orbital gap (spin up / spin down) (eV): 6.0 / 6.5
2S+1: 3
Charge: +1
E_LUMO (spin up / spin down) (eV): -4.8151 / -4.3965

---

No. 3
This record from OMol25 describes the molecule ClNO4S. The level of theory is ωB97M-V with the def2-TZVPD basis set.

Structure (XYZ):
```
7
Properties=species:S:1:pos:R:3:forces:R:3:mulliken_charge:R:1
N 1.852288 -0.753899 0.620864 2.554 -1.901 2.174 0.4563
O 0.473414 -0.453104 -0.025286 -1.816 -0.116 -0.844 -0.3288
O -1.190296 0.025048 -1.721186 0.461 0.420 0.689 -0.4508
O -1.768205 0.201597 0.688081 -0.241 -0.296 0.377 -0.4608
O 1.978250 -1.792305 1.100638 -1.621 3.041 -1.911 -0.1000
S -0.851959 0.362390 -0.375206 0.138 -0.143 -0.239 1.0489
Cl -0.493493 2.410275 -0.287906 0.525 -1.005 -0.245 -0.1647
```
Positions in Å, forces in eV/Å.

Properties
HOMO energy (eV): -11.64
Orbital gap (eV): 9.6
SMILES: O=NOS(=O)(=O)Cl
E_LUMO (eV): -2.0293

---

No. 4
This record from OMol25 describes a cluster of 2 separate species, CH3INO in total. The level of theory is ωB97M-V with the def2-TZVPD basis set.

Structure (XYZ):
```
7
Properties=species:S:1:pos:R:3:forces:R:3:mulliken_charge:R:1
C 1.185605 0.586154 0.178765 -0.342 -0.606 -2.087 -0.9821
N -1.236431 -0.956208 -0.659185 2.569 -5.415 2.748 0.0892
O -0.963306 -1.944449 0.058917 -1.713 4.776 -3.178 -0.2853
I -2.656285 0.633662 0.128099 -0.621 0.658 0.602 -0.4257
H 1.726224 -0.241912 0.528190 0.519 -0.668 1.428 0.2131
H 1.167322 0.498575 -0.898920 -0.231 0.646 -0.236 0.1236
H 0.776874 1.424181 0.664135 -0.181 0.610 0.722 0.2672
```
Positions in Å, forces in eV/Å.

Properties
HOMO energy (spin up / spin down) (eV): -2.13 / -1.11
Orbital gap (spin up / spin down) (eV): 5.5 / 3.9
Charge: -1
E_LUMO (spin up / spin down) (eV): 3.3469 / 2.8229

---

| no. | F_max (hartree/bohr) | E_tot (eV) |
| --- | --- | --- |
| 1 | 0.037 | -33220.6011 |
| 2 | 0.034 | -172976.3068 |
| 3 | 0.077 | -33033.2799 |
| 4 | 0.128 | -12719.3133 |